No. 1
{"formula": "C45H55GeO2SeTi", "method": "ωB97M-V/def2-TZVPD", "s_squared": 0.780, "charge": 2, "orbital_gap_ev": [6.97, 4.71], "de_lowest_ev": 0.788, "e_homo_ha": [-0.5007, -0.5008], "spin_multiplicity": 2, "max_force_ha_per_bohr": 0.0400, "elements": ["H", "C", "H", "H", "H", "C", "C", "H", "H", "C", "H", "H", "C", "H", "H", "H", "H", "C", "C", "H", "C", "H", "Ge", "H", "Ti", "C", "C", "C", "H", "C", "C", "H", "H", "H", "H", "H", "H", "H", "C", "C", "C", "H", "H", "O", "H", "C", "C", "H", "H", "C", "H", "C", "H", "C", "H", "H", "C", "H", "H", "C", "C", "C", "C", "H", "H", "C", "C", "C", "C", "C", "H", "H", "H", "C", "H", "H", "C", "C", "C", "H", "H", "C", "H", "C", "H", "O", "C", "C", "H", "C", "H", "H", "H", "C", "C", "C", "H", "Se", "H", "C", "H", "C", "H", "H", "H"], "coordinates": [[1.065206, -0.851622, 6.636251], [0.000622, 0.248243, 5.070596], [-2.446677, -2.104342, -6.290730], [6.602071, 2.339475, 4.493193], [-2.022132, -4.907159, 0.675635], [1.174317, 4.101171, -0.372562], [3.595490, 0.438968, 2.580091], [-4.839006, 1.267373, 1.006697], [6.041847, 6.258265, 0.513902], [-2.351352, -1.267773, -3.002208], [4.483957, 0.505304, 1.962658], [-4.542273, 2.025145, -5.280581], [5.030250, 0.852008, 4.616300], [-0.692651, -0.995353, 6.701579], [0.767664, 6.815024, 0.309172], [-3.351578, 2.190565, 1.285447], [-6.136195, -3.751646, 0.350399], [-2.603416, -1.527057, -5.388313], [5.088943, 5.728177, 0.576322], [-0.788886, 6.966953, -0.499429], [4.915042, 1.019834, 6.131820], [-1.985939, -1.655666, -2.067976], [-2.842908, 0.038659, -0.021106], [5.804478, 2.047402, 2.946216], [-0.389168, 0.463011, 0.519856], [5.637251, 2.134170, 4.024263], [-3.035709, -0.047565, -3.016938], [-1.350984, 0.104200, 4.360576], [4.489402, 2.008675, -0.353238], [4.966636, 5.530132, -1.926442], [-5.085128, -3.487576, 0.352846], [6.141239, 3.099830, -1.420643], [2.475557, 5.766677, -0.558713], [-1.449473, -0.842930, 3.830322], [7.079319, 4.392669, -0.680519], [5.055937, 5.197017, 1.532015], [-4.979604, 3.338582, -3.201670], [-1.524695, 0.925114, 3.665842], [-0.124969, 4.928252, -0.348347], [-2.389450, -2.812958, 0.364921], [3.642043, 3.988769, -0.476523], [4.290447, 1.876569, 6.401119], [4.512079, 0.122781, 6.610908], [0.006806, 1.962922, -0.184725], [5.908209, 1.193449, 6.548294], [6.164125, 3.806721, -0.585992], [3.670746, 0.599380, 3.964241], [-1.626729, -2.954150, -4.132982], [2.531497, 0.642544, 5.752842], [-2.771420, -4.136870, 0.532773], [0.222995, -1.885027, 5.472912], [0.157833, 6.423241, -0.508364], [4.292143, 6.476214, 0.572623], [-3.280150, -0.307489, -5.438821], [0.829423, 1.716109, 6.492230], [-4.174983, 2.522104, -1.049289], [1.202396, 0.093451, 2.754073], [-4.417042, -5.504164, 0.657251], [6.925527, -0.181763, 4.791153], [-0.054502, 1.564181, 5.871849], [-4.196596, 1.659603, -4.319318], [2.484590, 0.520285, 4.680961], [-3.779129, 1.188858, 1.258199], [0.655522, 6.643387, -1.456627], [4.982618, 2.991879, 4.201961], [2.376231, 0.195765, 2.002795], [-3.986425, 1.931095, -1.937997], [-4.118688, -4.472240, 0.524546], [-1.048647, 4.504269, -1.502299], [2.431036, 4.690289, -0.471738], [-0.535930, 4.612059, -2.462820], [6.119475, -0.472985, 3.248356], [-5.465648, -1.400311, 0.059420], [0.164419, -0.942882, 6.025217], [-2.139255, 0.147538, 5.113755], [-1.335497, -2.566703, 0.386956], [-3.349198, -1.817298, 0.190722], [4.960986, 4.748946, -0.602795], [-4.437795, 2.401633, -3.150644], [4.164542, 6.271099, -1.965578], [-0.921007, 1.548945, 6.537071], [-4.703304, -2.162381, 0.186295], [-0.217493, 5.132516, 1.815145], [-0.835200, 4.740546, 1.004133], [-1.782993, 5.286413, 1.009236], [0.054588, -0.209591, 2.018993], [5.952491, -0.339974, 4.320543], [-3.308269, 0.691933, -1.826264], [-3.653214, 0.074680, -6.383526], [3.587925, 2.607394, -0.359769], [6.229503, 3.247404, 0.352577], [5.530202, -1.266283, 4.718481], [-3.695676, 0.742978, 2.247811], [-3.501574, 0.438438, -4.267869], [1.172728, 2.713205, -0.267004], [-2.142713, -2.002873, -4.173667], [-1.387366, 3.472606, -1.410933], [2.244493, 0.077935, 0.063021], [5.914412, 6.061831, -2.036555], [2.355886, 1.992734, -0.244573], [-1.049236, 3.699217, 1.221788], [1.217705, 0.284497, 4.123732], [-0.151772, 2.424502, 5.203886], [-1.930057, 5.152054, -1.518546], [4.854054, 4.856372, -2.780459]], "forces_ev_per_a": [[-0.06, -0.01, -0.04], [0.04, 0.05, -0.07], [-0.02, 0.07, 0.02], [-0.05, -0.02, -0.03], [-0.04, 0.05, -0.01], [-0.26, 0.21, 0.05], [0.10, 0.01, -0.03], [0.05, -0.02, 0.01], [-0.05, -0.02, 0.00], [0.00, -0.01, -0.24], [-0.04, -0.01, 0.04], [-0.01, 0.01, 0.08], [-0.04, 0.01, -0.01], [0.06, 0.01, -0.04], [-0.03, -0.02, -0.05], [-0.03, 0.07, 0.04], [0.07, 0.01, 0.01], [-0.10, 0.11, -0.06], [-0.02, -0.01, 0.00], [0.05, -0.03, 0.01], [-0.01, -0.01, 0.02], [0.06, -0.16, 0.19], [-0.39, -0.21, -0.09], [-0.01, 0.01, 0.08], [-0.19, -1.15, -1.16], [-0.03, 0.03, -0.02], [-0.13, 0.08, 0.11], [0.02, -0.08, 0.09], [-0.04, 0.03, -0.01], [0.01, 0.00, -0.02], [0.01, 0.03, -0.01], [0.01, 0.04, 0.06], [0.01, -0.04, 0.01], [0.01, 0.01, 0.01], [-0.03, -0.03, 0.01], [0.01, 0.03, -0.06], [0.03, -0.07, -0.05], [-0.05, 0.10, -0.08], [0.05, -0.08, 0.04], [-0.27, -0.06, 0.03], [-0.03, 0.09, -0.01], [0.04, -0.06, -0.01], [0.03, 0.07, -0.03], [0.50, 1.97, -0.30], [-0.04, 0.00, 0.00], [0.03, -0.03, 0.00], [0.00, 0.01, 0.10], [-0.01, 0.06, 0.06], [-0.01, 0.02, 0.00], [0.02, -0.08, 0.00], [-0.02, 0.07, 0.04], [0.04, 0.05, -0.06], [0.05, -0.05, 0.01], [0.04, -0.07, -0.05], [-0.02, -0.02, -0.04], [0.00, -0.07, 0.00], [0.10, -0.14, -0.10], [0.00, 0.02, 0.00], [-0.05, 0.00, -0.04], [0.06, -0.07, -0.03], [-0.03, 0.06, 0.08], [0.02, 0.02, 0.04], [-0.06, 0.06, -0.02], [-0.04, 0.00, 0.06], [0.04, -0.03, -0.01], [-0.10, -0.12, -0.37], [0.21, -0.21, 0.03], [-0.03, 0.03, -0.01], [0.04, 0.05, -0.09], [0.07, 0.05, -0.03], [-0.05, -0.01, 0.06], [-0.01, 0.01, 0.07], [0.02, -0.04, 0.00], [0.04, -0.03, 0.07], [0.02, -0.02, 0.00], [0.19, 0.03, 0.01], [-0.23, -0.01, -0.07], [-0.04, 0.05, 0.01], [0.03, -0.06, -0.26], [0.05, -0.05, 0.00], [0.05, -0.01, -0.04], [0.11, -0.14, 0.02], [-0.03, -0.02, -0.02], [0.08, 0.18, -0.02], [0.08, -0.02, -0.02], [0.51, -0.13, 1.85], [0.01, -0.04, 0.02], [-0.11, 0.06, -0.08], [0.04, -0.06, 0.05], [0.07, -0.05, 0.02], [0.00, 0.03, -0.06], [0.03, 0.04, -0.03], [0.00, 0.00, 0.03], [-0.09, 0.15, -0.11], [0.03, -0.08, -0.08], [-0.01, 0.05, 0.07], [0.01, -0.03, 0.02], [-0.11, 0.21, 0.12], [-0.06, -0.02, 0.01], [-0.05, -0.36, -0.05], [-0.06, -0.21, 0.01], [-0.19, -0.02, 0.25], [0.00, -0.04, 0.03], [0.06, -0.05, 0.01], [0.01, 0.05, 0.06]]}

No. 2
{"formula": "C15H15NO3Tl", "method": "ωB97M-V/def2-TZVPD", "charge": -1, "orbital_gap_ev": [5.49, 5.08], "de_lowest_ev": 5.262, "e_homo_ha": [-0.1046, -0.0882], "max_force_ha_per_bohr": 0.1182, "elements": ["C", "H", "C", "C", "O", "N", "C", "C", "H", "H", "H", "H", "H", "H", "H", "H", "C", "C", "O", "H", "C", "H", "C", "C", "C", "O", "Tl", "H", "C", "C", "C", "H", "H", "H", "C"], "coordinates": [[1.661830, 1.230213, -1.021960], [-0.867772, -1.357723, 1.314144], [1.899863, 1.144210, 0.419628], [2.500979, -0.879973, -0.515074], [-0.997422, 2.598630, 0.725915], [-1.331567, -0.876618, -1.706060], [2.439168, -0.134804, 0.709346], [-4.298840, 3.584663, 4.026548], [-0.653475, -3.876383, -1.734628], [2.780582, -0.499395, 1.680477], [1.407152, 2.109787, -1.588158], [1.822957, 1.996484, 1.097567], [-3.270723, 0.865737, 2.701670], [-1.235462, 4.781245, 1.848906], [-0.339020, -3.241108, 0.896207], [2.008762, -0.324932, -2.629314], [-2.037504, 4.460099, 2.546027], [-2.351508, 3.098968, 2.648939], [-2.084042, 0.917845, 1.710425], [-5.217516, 3.241614, 4.481304], [-0.687746, -2.770609, -1.834788], [2.821839, -1.905523, -0.609202], [-3.493121, 2.633281, 3.384428], [-2.772712, 5.355476, 3.292735], [-1.784278, 2.165674, 1.675811], [-3.904109, 1.354173, 3.339783], [-0.302253, 0.727337, -0.262475], [-2.495023, 6.401256, 3.287048], [-0.605179, -2.178303, 0.611545], [-0.763724, -1.976065, -0.719324], [-3.913375, 4.929459, 3.997759], [-4.534905, 5.642744, 4.517030], [-0.855966, -2.315534, -2.897504], [-1.124573, -0.421056, -2.892985], [2.071186, -0.061944, -1.579589]], "forces_ev_per_a": [[2.98, -1.33, -0.55], [-0.04, -1.24, -0.20], [1.76, 0.18, 0.10], [-0.07, 1.32, 0.13], [-1.34, 0.70, 2.21], [-1.65, 4.52, 1.36], [-0.18, 0.10, -1.04], [0.71, 0.45, -0.16], [-0.36, 0.37, -0.25], [-0.38, 0.18, -0.32], [0.19, 0.25, -0.03], [-0.01, -0.35, -0.18], [-0.14, 0.46, 0.34], [-0.61, -0.37, 0.71], [-0.10, 1.69, -0.12], [-0.09, -0.07, 0.21], [0.16, -0.38, 0.17], [-1.08, -0.17, -0.37], [0.21, 1.42, 0.48], [0.00, 0.11, 0.14], [0.52, -2.87, -1.77], [-0.06, -0.04, 0.01], [0.21, 0.30, -0.74], [-0.39, 0.33, 0.22], [1.39, -1.46, -2.07], [0.37, 0.32, 0.08], [-3.47, -1.93, -0.81], [-0.15, 0.07, 0.00], [-0.24, 1.02, 0.60], [-0.16, -0.03, -6.08], [0.23, -0.82, -0.12], [0.00, 0.20, 0.03], [1.07, -1.67, 2.06], [0.62, -2.34, 4.79], [0.09, 1.06, 1.15]]}

No. 3
{"formula": "C5H4N", "method": "ωB97M-V/def2-TZVPD", "charge": 1, "orbital_gap_ev": 8.86, "de_lowest_ev": 4.049, "e_homo_ha": -0.5450, "max_force_ha_per_bohr": 0.1428, "elements": ["H", "C", "H", "C", "N", "H", "C", "H", "C", "C"], "coordinates": [[1.444577, 1.404137, -1.068220], [-2.164283, -0.548997, 0.656489], [0.156573, -0.917436, -1.714505], [0.845710, 0.994380, -0.265780], [-1.184477, -0.374762, 0.079318], [0.537005, 1.708118, 0.491058], [2.166803, -1.011235, 0.857484], [-3.042953, -0.739300, 1.222818], [-0.025478, -0.162941, -0.532805], [1.266523, -0.351965, 0.274144]], "forces_ev_per_a": [[-0.14, -0.09, -0.14], [2.24, 0.33, -1.30], [-1.06, 2.79, 3.76], [0.49, 0.27, 0.38], [-4.09, -0.58, 2.44], [-0.12, -0.03, -0.06], [1.26, -1.13, 0.94], [-0.56, -0.08, 0.24], [4.31, -3.25, -4.98], [-2.34, 1.77, -1.27]]}

Which of these has the highest charge? C45H55GeO2SeTi

The highest charge belongs to which entry? C45H55GeO2SeTi

The highest charge belongs to which entry? C45H55GeO2SeTi